(1)
A 2-piece molecular cluster, C4H12N3 overall, computed with ωB97M-V with the def2-TZVPD basis set.

```
19
Properties=species:S:1:pos:R:3:nbo_charge:R:1
C 1.035 1.330 0.845 0.23
C -0.544 1.644 -0.978 -0.48
C -2.272 -0.121 0.487 -0.49
C 1.300 -2.356 0.106 -0.85
N 1.862 2.164 0.315 -0.57
N -0.277 1.053 0.238 -0.17
N -0.927 0.183 0.858 0.25
H 1.304 0.805 1.744 0.22
H -1.445 2.158 -1.082 0.24
H 0.330 2.404 -1.283 0.32
H -0.624 0.851 -1.754 0.24
H -2.786 -0.496 1.427 0.29
H -2.678 0.612 -0.151 0.26
H -2.133 -1.019 0.003 0.25
H 2.366 -2.542 0.424 0.25
H 0.961 -2.609 -0.902 0.23
H 1.015 -1.329 0.210 0.16
H 2.758 2.313 0.798 0.40
H 0.622 -2.913 0.744 0.22
```

The value obtained for the energy above the lowest of the compared OMol25 structures with the same formula, charge and spin is 64.36 kcal/mol. The HOMO energy (alpha / beta) is -13.54 / -15.16 eV. As for the multiplicity: 3. For the gap between HOMO and LUMO (alpha / beta), the calculation gives 10.581 / 6.216 eV. As for the charge: +1.

(2)
A 3-piece molecular cluster, C5H14NO4 overall, computed with ωB97M-V with the def2-TZVPD basis set.

```
24
Properties=species:S:1:pos:R:3:nbo_charge:R:1
O -0.930 2.413 2.233 -0.43
C -0.201 1.779 1.556 0.76
O 1.130 1.900 1.404 -0.72
C -0.676 0.548 0.755 -0.11
C -0.533 -0.713 1.699 -0.53
C -0.858 -1.956 0.986 0.11
C 0.126 -2.866 0.601 -0.02
N 0.165 0.388 -0.497 -0.67
H 1.615 2.236 2.177 0.55
H -1.700 0.666 0.465 0.28
H 0.458 -0.683 2.154 0.27
H -1.260 -0.590 2.503 0.33
H -1.914 -2.140 0.793 0.27
H 0.003 -3.889 0.255 0.27
H 1.187 -2.619 0.531 0.23
H 1.147 0.368 -0.214 0.48
H -0.162 -0.458 -0.952 0.44
H -0.020 1.126 -1.172 0.49
H 2.976 0.470 -2.451 0.50
H 2.408 1.822 -2.555 0.50
O 2.355 1.041 -1.985 -0.99
H -1.588 1.096 -3.063 0.51
H -1.992 -0.368 -2.849 0.50
O -1.736 0.429 -2.373 -1.00
```

The value obtained for the energy above the lowest of the compared OMol25 structures with the same formula, charge and spin is 4.57 kcal/mol. The HOMO energy (alpha / beta) is -18.47 / -18.40 eV. As for the multiplicity: 2. For the gap between HOMO and LUMO (alpha / beta), the calculation gives 9.087 / 5.277 eV. As for the charge: +2.

(3)
A 7-piece molecular cluster, C27H54NO14PS overall, computed with ωB97M-V with the def2-TZVPD basis set.

```
98
Properties=species:S:1:pos:R:3:mulliken_charge:R:1
C 5.983 1.792 0.086 -1.12
C 4.499 2.128 0.438 0.20
C 3.663 2.710 -0.713 0.53
O 2.848 3.518 -0.450 -0.52
O 3.840 2.387 -2.043 -0.40
C 3.856 0.984 -2.301 -0.18
C 2.471 0.398 -2.639 -0.93
N 1.806 -0.244 -1.455 0.55
O 2.236 -1.578 -1.485 -0.40
C 2.253 -2.125 -0.170 -0.53
C 3.487 -1.713 0.693 1.78
C 3.091 -1.139 2.088 -1.69
O 4.337 -2.869 0.872 -0.53
C 0.387 -0.297 -1.825 0.35
O -0.086 -1.270 -2.250 -0.43
O -0.373 0.866 -1.698 -0.29
P -1.060 1.019 -0.203 0.72
O -0.596 -0.180 0.790 -0.47
O -0.535 2.435 0.373 -0.47
S -3.000 1.079 -0.254 -0.39
H 6.472 2.520 -0.582 0.32
H 6.573 1.742 1.023 0.37
H 6.044 0.781 -0.360 0.29
H 4.030 1.193 0.802 -0.27
H 4.502 2.843 1.278 0.44
H 4.483 0.844 -3.206 0.32
H 4.337 0.374 -1.516 -0.11
H 2.570 -0.422 -3.384 0.49
H 1.771 1.128 -3.081 0.42
H 2.259 -3.229 -0.231 0.41
H 1.334 -1.862 0.395 0.11
H 4.109 -0.932 0.210 -0.69
H 2.172 -0.540 1.937 0.44
H 2.900 -1.928 2.833 0.45
H 3.868 -0.428 2.426 0.33
H 4.867 -2.919 0.064 0.33
H -1.174 -0.937 0.576 0.35
H -1.317 2.943 0.647 0.32
C 7.207 -2.778 5.693 -1.03
C 6.060 -2.487 4.762 0.80
C 5.876 -3.411 3.583 -0.51
O 5.312 -1.549 4.947 -0.58
H 7.220 -2.037 6.492 0.32
H 7.087 -3.763 6.132 0.29
H 8.151 -2.726 5.149 0.25
H 5.697 -4.429 3.935 0.32
H 6.763 -3.383 2.947 0.30
H 5.020 -3.087 3.001 -0.21
C -5.116 3.226 -2.083 -0.71
C -5.968 4.473 -2.032 0.82
C -5.675 5.537 -3.057 -1.02
O -6.847 4.615 -1.205 -0.55
H -5.424 2.541 -1.297 -0.03
H -5.241 2.730 -3.047 0.28
H -4.068 3.484 -1.929 0.32
H -5.821 5.138 -4.061 0.28
H -4.654 5.890 -2.944 0.30
H -6.355 6.376 -2.911 0.29
C -9.556 0.679 1.281 -1.27
C -8.360 1.006 0.418 0.92
C -8.137 2.453 0.064 -0.25
O -7.611 0.137 0.027 -0.56
H -9.594 -0.395 1.456 0.30
H -9.472 1.189 2.242 0.39
H -10.474 0.985 0.776 0.31
H -7.990 3.040 0.972 0.34
H -8.992 2.836 -0.495 0.35
H -7.255 2.540 -0.551 -0.49
C 10.602 -6.383 6.987 -1.11
C 9.452 -6.090 6.057 0.75
C 9.266 -7.013 4.879 -1.01
O 8.709 -5.153 6.247 -0.48
H 10.617 -5.643 7.786 0.29
H 10.482 -7.374 7.428 0.33
H 11.546 -6.330 6.442 0.33
H 9.087 -8.031 5.228 0.33
H 10.151 -6.987 4.241 0.33
H 8.405 -6.686 4.297 0.21
C -9.369 -2.235 -1.396 -0.87
C -10.032 -3.583 -1.281 0.73
C -9.141 -4.798 -1.369 -1.07
O -11.228 -3.690 -1.124 -0.56
H -10.124 -1.454 -1.316 0.24
H -8.644 -2.104 -0.591 0.23
H -8.872 -2.145 -2.364 0.37
H -8.406 -4.780 -0.562 0.31
H -8.634 -4.820 -2.335 0.31
H -9.747 -5.698 -1.271 0.30
C -2.084 5.133 -5.814 -0.96
C -2.929 6.382 -5.773 0.76
C -2.636 7.447 -6.799 -1.14
O -3.805 6.523 -4.949 -0.47
H -2.402 4.456 -5.022 0.18
H -2.207 4.632 -6.775 0.33
H -1.035 5.388 -5.657 0.32
H -2.783 7.047 -7.804 0.33
H -1.610 7.803 -6.686 0.33
H -3.316 8.286 -6.654 0.30
```

The HOMO energy is -8.94 eV. For the gap between HOMO and LUMO, the calculation gives 9.277 eV.

no.,energy (eV)
1,-8799.836
2,-15072.298
3,-79153.143